Computed, not measured: a structure of composition C25H23MoN2O2P, with ωB97M-V/def2-TZVPD.

Computed properties:
orbital gap (spin up / spin down)	0.2187 / 0.2280	hartree
net charge	+4
spin multiplicity	3
lowest unoccupied orbital energy (spin up / spin down)	-15.053 / -14.816	eV

```
54
C25H23MoN2O2P ωB97M-V/def2-TZVPD
Mo 1.6517 -0.1402 0.8295
O 3.2430 1.3249 0.4670
N 2.0536 1.4424 -0.3207
C 1.8181 2.4776 -1.0743
C 0.5533 2.5937 -1.7084
C 0.4150 3.5609 -2.7123
C -0.7733 3.6688 -3.4278
C -1.8245 2.8190 -3.1397
C -1.7156 1.8556 -2.1147
C -0.5461 1.7343 -1.3942
P -0.5862 0.7045 0.0827
C -1.5887 -0.7283 -0.0552
C -2.2601 -1.1819 1.1038
C -3.0712 -2.2967 1.0167
C -3.2093 -2.9614 -0.2000
C -2.5282 -2.5251 -1.3438
C -1.7102 -1.4191 -1.2798
C -0.8683 1.6667 1.5525
C 0.1506 1.7659 2.5111
C -0.0317 2.5125 3.6615
C -1.2459 3.1663 3.8552
C -2.2638 3.0731 2.9103
C -2.0806 2.3258 1.7546
H 4.0154 1.0793 -0.0879
H 2.5973 3.2216 -1.2314
H 1.2449 4.2188 -2.9463
H -0.8687 4.4162 -4.2051
H -2.7537 2.8991 -3.6907
H -2.5717 1.2319 -1.8868
H -2.1793 -0.6408 2.0384
H -3.6159 -2.6369 1.8876
H -3.8614 -3.8237 -0.2672
H -2.6632 -3.0462 -2.2826
H -1.2055 -1.0660 -2.1717
H 1.1439 1.3085 2.4185
H 0.7543 2.5982 4.4003
H -1.3922 3.7553 4.7517
H -3.2026 3.5863 3.0726
H -2.8768 2.2564 1.0221
O 1.8639 -1.6303 2.2856
C 2.2348 -2.9913 1.8609
C 2.2517 -3.0025 0.3590
C 2.5106 -4.1623 -0.3384
C 2.5282 -4.1311 -1.7269
C 2.2702 -2.9299 -2.3919
C 2.0170 -1.8058 -1.6537
N 2.0085 -1.8281 -0.2894
H 1.9043 -1.5571 3.2552
H 1.4951 -3.6884 2.2553
H 3.2159 -3.2291 2.2746
H 2.7059 -5.0821 0.2001
H 2.7438 -5.0333 -2.2874
H 2.2792 -2.8753 -3.4726
H 1.8243 -0.8508 -2.1261
```

Just the Mulliken charges please, in e? Sure, here they are:
1. Mo 0.301
2. O -0.520
3. N 0.509
4. C -0.452
5. C 0.631
6. C -1.003
7. C -0.770
8. C -0.772
9. C -0.455
10. C 0.874
11. P 1.342
12. C 0.976
13. C -0.671
14. C -0.879
15. C -0.537
16. C -0.913
17. C -0.279
18. C 0.329
19. C 0.099
20. C -1.101
21. C -0.547
22. C -0.889
23. C -0.255
24. H 0.403
25. H 0.541
26. H 0.499
27. H 0.481
28. H 0.497
29. H 0.545
30. H 0.462
31. H 0.525
32. H 0.492
33. H 0.516
34. H 0.564
35. H 0.990
36. H 0.483
37. H 0.473
38. H 0.467
39. H 0.491
40. O -0.520
41. C -0.373
42. C 0.474
43. C -0.825
44. C -0.313
45. C -0.882
46. C -0.228
47. N -0.028
48. H 0.314
49. H 0.419
50. H 0.439
51. H 0.534
52. H 0.498
53. H 0.512
54. H 0.535